Entry 1:
The following is a DFT calculation (ωB97M-V with the def2-TZVPD basis set) of a 3-piece molecular cluster, C30H51ClN2O9P2 overall.

Structure (XYZ):
```
95
Properties=species:S:1:pos:R:3:forces:R:3:mulliken_charge:R:1
Cl -0.1197 0.1243 -7.3796 0.029 -0.041 -0.001 -0.19
P 6.0471 0.7158 -2.4094 0.159 0.155 -0.005 0.09
P 3.6974 -3.8772 -0.5033 0.065 -0.586 -0.321 -0.07
O -3.9176 3.8023 -1.7814 0.005 0.001 -0.015 -0.39
O 0.5978 -3.1687 5.4438 0.002 0.013 -0.005 -0.45
O -2.1664 -2.5204 6.6512 0.051 -0.124 -0.095 -0.23
O 6.3587 0.4981 -0.7887 0.175 0.030 -0.040 -0.58
O 4.5176 1.2355 -4.9199 0.015 0.099 0.097 -0.52
O -3.2466 6.6472 -0.8090 0.093 -0.127 -0.083 -0.25
O 0.8519 -2.0868 -4.9910 -0.095 -0.019 -0.004 -0.57
O -0.5762 -0.7578 3.9086 0.144 -0.009 0.135 -0.32
O -3.7488 3.7578 1.2991 -0.112 -0.021 -0.093 -0.25
N -0.9989 -2.8916 -1.9543 0.046 0.059 0.004 -0.77
N 5.2866 2.2451 -2.3778 -0.234 -0.177 0.083 -0.49
C 1.2752 -4.6902 0.7651 0.050 0.169 -0.190 -1.37
C 0.0581 -1.9166 3.4033 -0.125 0.066 -0.078 -0.32
C -1.9629 0.8873 -3.8548 0.179 0.053 -0.194 -1.28
C -0.0372 0.4175 3.3543 -0.086 0.037 -0.019 -0.74
C 4.5709 -1.4732 -1.6561 -0.380 -0.180 -0.086 -0.49
C 3.5210 -0.3228 -3.4560 0.080 -0.216 0.037 0.71
C -0.9528 -2.8165 7.3175 -0.112 0.093 -0.014 -0.58
C 0.2119 -2.7375 -1.6222 -0.049 0.021 -0.034 0.05
C -4.1981 6.2428 -1.7767 0.022 0.079 0.122 -0.59
C -1.4117 -0.0099 -4.9645 -0.219 0.148 0.118 -0.58
C -0.1737 0.5880 -5.6298 0.065 -0.285 -0.128 -0.40
C 2.1687 1.1189 -5.0179 -0.353 -0.089 0.027 -0.86
C 4.5752 -0.4006 -2.5430 -0.161 -0.056 0.014 -0.18
C -3.2149 2.8392 0.3641 0.019 0.105 0.134 -0.45
C 1.1628 0.2403 -5.0284 0.075 0.289 0.273 0.53
C -4.4529 3.1148 2.3370 0.043 0.054 0.015 -0.66
C 2.4768 -2.3184 -2.5208 0.190 -0.201 -0.213 -0.75
C -3.2503 -3.2559 7.1699 -0.018 0.077 0.003 -0.77
C -0.2113 -3.1161 4.2813 0.001 -0.101 -0.047 -0.47
C 3.5471 -2.4287 -1.6183 0.180 0.550 0.161 0.53
C 0.2302 -2.3194 6.5199 0.083 0.022 0.054 -0.42
C 2.4272 -3.6637 0.8205 -0.230 -0.185 0.334 -0.40
C 3.4992 0.7334 -4.5009 0.059 0.013 -0.152 -0.24
C -4.7672 4.8853 -1.4361 -0.094 -0.012 -0.036 -0.43
C 5.2201 -3.5281 0.4530 -0.065 0.230 -0.151 -1.27
C -2.8255 3.5423 -0.9157 0.080 -0.047 -0.099 -0.35
C -2.4367 7.7036 -1.2687 -0.033 0.028 0.068 -0.77
C 1.4317 -1.1417 -4.5127 0.109 0.050 -0.157 0.30
C 1.3344 -3.3002 -2.4534 -0.150 0.057 0.026 -1.35
C 2.4940 -1.2759 -3.4553 -0.061 0.128 0.156 0.39
H -5.3054 2.5481 1.9450 0.013 -0.029 0.002 0.33
H -2.1776 -0.1213 -5.7304 0.016 0.047 -0.050 0.45
H -0.8573 -3.8994 7.4668 0.027 -0.007 0.020 0.34
H -2.2607 4.4530 -0.7035 -0.064 0.016 0.110 0.24
H -5.6640 4.7443 -2.0424 -0.004 -0.015 0.006 0.38
H 2.9730 -3.8373 1.7501 0.099 0.123 -0.010 0.59
H -3.0899 -4.3339 7.0516 0.005 -0.001 0.038 0.32
H -3.8052 2.4332 2.8994 0.010 -0.038 0.010 0.21
H -3.9539 2.0610 0.1339 0.024 -0.030 -0.016 0.36
H 5.1004 -2.6848 1.1341 0.098 0.006 0.064 0.39
H 5.6636 0.8980 -0.2499 -0.036 -0.124 0.091 0.35
H 5.3906 -1.5575 -0.9636 0.041 0.053 0.057 0.83
H -1.2731 -3.1793 4.5288 -0.007 0.094 0.009 0.25
H -0.5720 1.2609 3.7851 -0.028 0.015 -0.002 0.28
H -4.1387 -2.9684 6.6115 -0.001 0.015 0.004 0.23
H 6.0488 -3.3262 -0.2215 0.094 -0.079 0.006 0.46
H -3.4114 -3.0353 8.2317 0.001 -0.027 0.007 0.31
H 0.9195 -3.5237 -3.4288 0.098 -0.083 -0.035 0.44
H 1.1422 -1.7555 3.3359 0.010 -0.035 -0.009 0.32
H -3.7327 6.1995 -2.7695 -0.023 -0.007 -0.022 0.34
H 2.0525 2.1088 -5.4437 0.149 -0.006 -0.094 0.46
H -0.1606 0.4389 2.2636 0.028 0.005 -0.005 0.24
H 1.3067 -5.3524 1.6277 -0.065 -0.014 0.028 0.36
H -5.0173 6.9752 -1.8062 0.001 0.004 -0.083 0.44
H 1.0286 0.5161 3.5925 0.007 -0.011 -0.040 0.33
H -1.6099 -2.4321 -1.2800 -0.052 -0.027 -0.010 0.28
H -0.9514 -2.3262 8.3014 0.027 -0.067 0.035 0.44
H -2.9731 0.5756 -3.5976 0.015 -0.023 0.170 0.44
H 0.0584 -1.2962 6.1787 -0.093 -0.015 -0.016 0.20
H 1.3441 -5.3148 -0.1251 -0.018 -0.071 0.015 0.55
H 5.7586 2.8952 -1.7650 0.061 0.145 -0.178 0.30
H -2.3240 2.3608 0.7970 -0.019 -0.083 -0.025 0.31
H -0.2579 1.6724 -5.6371 0.001 0.045 -0.057 0.46
H -1.3400 0.8701 -2.9584 -0.010 -0.047 0.036 0.27
H 0.3015 -4.2032 0.7352 -0.043 -0.029 0.084 0.21
H -1.2177 -1.0073 -4.5818 0.083 -0.102 -0.062 0.28
H 4.2867 2.2621 -2.2266 0.008 0.062 0.095 0.25
H 0.0583 -4.0062 3.7083 -0.012 -0.008 0.007 0.32
H 2.0538 -2.6413 0.8837 0.049 0.072 -0.084 0.31
H 0.5062 -2.1566 -0.7409 0.035 -0.018 0.069 0.53
H -4.8216 3.8862 3.0097 0.014 0.008 0.002 0.23
H 1.6929 -4.2410 -2.0252 -0.022 0.032 0.118 0.73
H 1.0970 -2.3151 7.1836 0.009 0.001 -0.012 0.38
H -1.8637 7.4067 -2.1553 -0.024 0.023 -0.019 0.32
H -5.0568 4.8436 -0.3840 0.074 0.055 0.021 0.22
H -1.7433 7.9571 -0.4694 -0.011 0.005 0.011 0.23
H -2.0184 1.9220 -4.1989 -0.076 0.042 0.049 0.40
H 5.4645 -4.4318 1.0076 -0.042 0.015 0.119 0.40
H -2.1779 2.8670 -1.4799 0.001 -0.003 0.002 0.24
H -3.0345 8.5894 -1.5137 0.010 0.002 -0.025 0.31
H -0.3299 -2.1202 2.3927 0.101 -0.040 -0.035 0.32
```
Positions in Å, forces in eV/Å.

Values from the calculation:
strongest force on any atom: 0.67 eV/A
SMILES: [H]/N=C/Cc1c(P(C)CC)cc(P(N)O)c2c1C(=O)C([C@@H](Cl)CC)=CC2=O.COCCOCCOC.COCCOCCOC
molecular weight: 681.1 g mol⁻¹
E_HOMO: -8.6 eV
frontier orbital gap: 7.38 eV
total energy: -3103.17436 hartree

Entry 2:
The following is a DFT calculation (ωB97M-V with the def2-TZVPD basis set) of C30H51FeN2O2P2 as an isolated structure at a distorted geometry.

Structure (XYZ):
```
88
Properties=species:S:1:pos:R:3:forces:R:3:mulliken_charge:R:1
Fe -0.0882 0.8708 -0.2396 -0.457 0.022 4.205 -0.25
P 0.3808 -2.7733 -0.6736 -0.875 -0.624 0.589 0.11
P -0.6263 3.0437 -0.2511 -0.287 -0.909 -0.897 1.41
O 0.9175 0.6790 2.6482 -3.142 0.597 -3.262 -0.67
O -2.2924 0.3396 1.8418 2.495 1.507 -0.838 -0.71
N -1.3570 0.5410 -1.5596 -0.349 -1.072 -2.032 1.67
N 1.2363 -0.1143 -1.1465 -0.214 -2.607 -2.972 -0.80
C -0.1021 -3.5286 1.1888 -0.450 0.912 0.058 1.99
C -3.6259 -0.0828 -2.9645 -0.019 2.197 0.062 -0.80
C -1.2713 -4.4999 1.0933 -0.149 -0.389 -0.253 -1.76
C 3.3647 -0.7366 -3.1138 0.489 0.496 0.970 -1.68
C -0.5909 -2.3856 2.0921 -0.144 0.428 -0.047 -1.95
C -1.2580 0.7689 1.3179 -3.067 -2.400 -0.363 0.95
C 1.0451 3.8668 -0.4930 -0.248 0.722 0.060 2.52
C -1.5529 -0.7876 -1.8931 -1.930 2.499 -1.115 -0.19
C 1.7631 -1.8073 -4.6108 0.243 0.009 -0.886 -2.06
C 2.0832 3.1976 0.4134 0.087 -0.296 0.076 -1.93
C 0.1534 0.8194 1.6636 4.748 -0.275 2.808 -0.27
C 0.9953 -4.2219 -1.6775 0.477 -0.597 -0.469 2.62
C 1.0394 -0.9862 -2.0943 -0.352 2.422 0.431 0.02
C -1.8861 3.8791 0.8171 0.223 0.294 0.409 1.67
C -2.1293 5.3044 0.2966 -0.099 0.262 0.337 -1.46
C 1.2329 -4.0913 1.7048 0.180 0.106 -0.329 -1.63
C -1.5937 2.9853 -1.8778 0.505 0.136 0.057 -1.74
C -2.7820 -1.0775 -2.5021 0.160 -1.570 -0.974 -1.26
C -1.3437 3.8638 2.2515 0.032 0.293 0.398 -1.61
C -3.2426 1.2992 -2.8663 1.674 -3.540 1.772 -1.31
C 2.5375 -4.0570 -1.6068 0.342 -0.193 -0.254 -1.79
C -0.4823 -1.7661 -2.0652 1.980 0.314 3.304 0.22
C -2.0684 1.5440 -2.1178 -1.092 0.323 -0.192 0.30
C 1.4351 0.5548 -3.9561 -1.178 0.498 -0.401 -1.48
C 0.5521 -4.1485 -3.1487 -0.073 0.526 0.104 -2.06
C 0.9988 5.3477 -0.1731 0.486 0.593 -0.057 -1.98
C 1.8533 -0.8231 -3.4436 1.415 -0.177 -0.052 2.01
C -3.2504 3.1506 0.8220 0.075 -0.127 -0.207 -1.49
C 0.5369 -5.6239 -1.2316 -0.013 -0.173 0.066 -2.09
C 1.4591 3.6488 -1.9430 0.172 -0.334 -0.227 -2.44
H 1.5944 -4.9425 1.1135 -0.075 0.320 0.349 0.33
H -0.8712 -2.7786 3.0922 0.206 -0.040 -0.590 0.54
H -0.8626 -2.5092 -2.7223 0.147 -0.191 -0.763 1.32
H 2.9121 -4.1193 -0.5671 -0.146 0.062 -0.537 0.32
H -1.4952 -1.8904 1.6891 0.458 -0.339 0.143 0.36
H 2.2342 -2.7871 -4.4093 -0.419 0.557 -0.102 0.27
H 3.0343 -4.8606 -2.2035 -0.347 0.551 0.403 0.46
H -3.6631 3.0538 -0.1955 -0.016 0.078 0.394 0.26
H 0.9885 -6.3607 -1.9282 -0.170 0.406 0.379 0.47
H -0.5620 -5.6931 -1.3460 0.636 -0.158 0.094 0.48
H 2.2287 2.1361 0.1832 -0.094 0.143 -0.039 0.10
H -0.3129 4.2415 2.3466 -0.342 -0.025 -0.109 0.28
H -1.3580 2.8511 2.6715 -0.030 0.238 -0.075 0.29
H 1.7835 1.2928 -3.2461 -0.242 0.013 0.104 0.41
H 1.9885 5.7833 -0.3617 -0.096 -0.066 0.034 0.52
H -1.4769 -4.8775 2.1090 0.023 0.217 -0.249 0.53
H 0.7690 5.5376 0.8771 -0.028 -0.010 -0.083 0.34
H -3.9375 3.7713 1.4267 0.249 -0.268 -0.328 0.62
H -3.8364 2.0863 -3.1836 -0.967 1.246 -0.830 0.70
H 0.3065 0.6194 -4.0671 1.193 0.078 0.082 0.16
H 0.2939 5.8920 -0.7994 -0.027 -0.015 -0.012 0.40
H -2.2471 5.3294 -0.7912 0.005 0.129 0.166 0.26
H 3.7816 -1.7090 -2.7759 -0.223 0.690 -0.166 0.45
H 0.1640 -1.6166 2.2661 0.034 -0.165 -0.091 0.32
H 1.1220 -4.4327 2.7495 -0.123 0.219 -0.392 0.46
H -3.2022 2.1584 1.2822 -0.097 0.407 -0.240 0.22
H -2.1716 -3.9838 0.7262 0.242 -0.154 0.208 0.33
H -0.8891 3.3294 -2.6780 -0.747 -0.612 0.468 0.43
H -2.4379 3.7145 -1.8628 0.569 -0.780 -0.101 0.68
H -1.3308 5.9952 0.5785 -0.260 -0.130 -0.060 0.36
H -1.0959 -5.3691 0.4640 -0.055 0.151 0.217 0.38
H -0.4818 -4.4867 -3.2962 0.177 -0.098 0.149 0.32
H -4.5749 -0.3199 -3.4479 0.350 -0.098 0.082 0.44
H 2.3573 -1.3852 -5.4609 -0.485 -0.117 0.735 0.52
H -3.0695 5.6676 0.7332 0.240 0.030 -0.091 0.50
H -1.9918 4.4920 2.8796 0.183 -0.137 -0.070 0.54
H 1.8304 3.2689 1.4704 -0.072 0.027 0.059 0.34
H 3.5361 0.0353 -2.3196 -0.127 -0.806 -0.511 0.15
H 1.4303 2.5782 -2.1762 -0.039 0.329 0.095 0.28
H 2.8272 -3.0668 -2.0268 -0.144 -0.867 0.381 0.33
H 0.8322 -5.8909 -0.2076 -0.212 -0.053 -0.552 0.41
H 0.5973 -3.1148 -3.4806 0.155 -0.930 -0.252 0.00
H 3.0522 3.6888 0.2721 -0.149 0.062 -0.039 0.59
H 2.0080 -3.3027 1.6764 -0.338 -0.350 0.151 0.33
H 3.9741 -0.4210 -3.9779 -0.509 -0.158 0.102 0.46
H 1.8984 0.8534 -4.9153 -0.219 -0.599 0.274 0.48
H 0.7333 -1.9036 -4.9946 0.330 -0.240 0.116 0.33
H 2.4940 3.9805 -2.1029 -0.201 0.007 0.176 0.59
H -2.9853 -2.1395 -2.8526 0.161 1.397 0.794 0.40
H 0.8293 4.1741 -2.6635 0.109 0.104 0.089 0.33
H 1.2124 -4.7629 -3.7708 -0.114 0.074 0.157 0.57
```
Positions in Å, forces in eV/Å.

Values from the calculation:
net charge: +1
strongest force on any atom: 5.52 eV/A
molecular weight: 589.5 g mol⁻¹
E_HOMO (alpha / beta): -9.4 / -10.7 eV
2S+1: 5
frontier orbital gap (alpha / beta): 6.05 / 6.12 eV
expectation value of S²: 6.120
total energy: -3379.61901 hartree